No. 1
Molecular formula: CClF3
Method: DFT, ωB97M-V with the def2-TZVPD basis set

Last column: natural (NBO) charge in e.
Atoms and positions in Å:
C (0.050, 0.034, -0.009)  0.898
F (0.123, 1.045, 0.833)  -0.300
F (-0.173, 0.469, -1.192)  -0.293
F (1.262, -0.626, -0.078)  -0.322
Cl (-1.261, -0.923, 0.445)  0.017

The calculation puts the highest occupied orbital energy at -12.511 eV. Its total charge is 0. The frontier orbital gap comes out at 13.33 eV. The relative energy (zero: lowest compared OMol25 entry of this formula, charge and spin) is 5.6 kcal/mol. For the LUMO energy, the calculation gives 0.8 eV. For the total energy, the calculation gives -21711.9144 eV.

---

No. 2
Molecular formula: C16H28NO3S
Method: DFT, ωB97M-V with the def2-TZVPD basis set

Last column: natural (NBO) charge in e.
Atoms and positions in Å:
O (4.684, -1.959, 0.969)  -0.973
S (3.956, -1.079, 2.042)  2.086
O (2.488, -1.559, 2.294)  -0.990
O (4.785, -1.364, 3.544)  -0.978
C (3.934, 0.750, 1.586)  -0.636
C (3.896, 1.004, -0.054)  -0.430
C (2.324, 0.925, -0.548)  -0.419
C (1.985, -0.427, -1.440)  -0.415
C (1.046, -1.520, -0.626)  -0.425
C (-0.043, -2.162, -1.688)  -0.411
C (-1.106, -3.223, -0.985)  -0.415
C (-2.585, -2.577, -0.675)  -0.423
C (-2.852, -2.182, 0.893)  -0.417
C (-2.793, -0.578, 1.227)  -0.426
C (-3.618, 0.382, 0.185)  -0.422
C (-2.631, 1.076, -0.926)  -0.209
N (-1.788, 2.221, -0.409)  -0.426
C (-1.902, 3.677, -0.899)  -0.111
C (-0.840, 4.669, -0.112)  -0.315
C (-0.026, 3.747, 0.974)  -0.334
C (-0.702, 2.290, 0.641)  -0.043
H (4.909, 1.260, 2.005)  0.242
H (3.012, 1.242, 2.139)  0.235
H (4.565, 0.161, -0.554)  0.245
H (4.404, 2.033, -0.342)  0.202
H (1.678, 0.847, 0.444)  0.212
H (2.063, 1.895, -1.155)  0.211
H (3.012, -0.918, -1.715)  0.222
H (1.413, -0.107, -2.431)  0.186
H (0.527, -1.088, 0.330)  0.213
H (1.783, -2.374, -0.269)  0.255
H (-0.589, -1.326, -2.331)  0.183
H (0.608, -2.787, -2.470)  0.203
H (-1.285, -4.070, -1.807)  0.196
H (-0.657, -3.784, -0.051)  0.224
H (-3.377, -3.430, -0.940)  0.202
H (-2.771, -1.717, -1.446)  0.199
H (-1.994, -2.703, 1.538)  0.226
H (-3.860, -2.699, 1.268)  0.202
H (-1.671, -0.275, 1.381)  0.228
H (-3.315, -0.438, 2.291)  0.213
H (-4.217, 1.236, 0.736)  0.225
H (-4.434, -0.243, -0.421)  0.214
H (-1.945, 0.306, -1.490)  0.226
H (-3.343, 1.543, -1.762)  0.213
H (-2.619, 4.067, -1.738)  0.224
H (-0.646, 5.821, -0.237)  0.232
H (0.811, 4.042, 1.770)  0.261
H (-0.275, 1.396, 1.265)  0.236

The calculation puts the highest occupied orbital energy at -4.591 eV. Its total charge is -1. The frontier orbital gap comes out at 7.22 eV. For the LUMO energy, the calculation gives 2.6 eV. For the total energy, the calculation gives -35503.0759 eV.

---

No. 3
Molecular formula: CH4IPS
Method: DFT, ωB97M-V with the def2-TZVPD basis set

Last column: natural (NBO) charge in e.
Atoms and positions in Å:
C (0.446, -0.849, 0.338)  -0.792
P (0.117, 3.067, -1.110)  0.150
S (0.934, -0.384, -1.330)  0.078
I (1.375, 3.963, -2.933)  -0.070
H (0.805, -0.101, 1.038)  0.232
H (0.896, -1.814, 0.563)  0.240
H (-0.637, -0.924, 0.388)  0.214
H (-0.947, 2.642, -1.913)  -0.051

The calculation puts the highest occupied orbital energy (spin up / spin down) at -9.197 / -8.521 eV. Its total charge is 0. The frontier orbital gap (spin up / spin down) comes out at 7.64 / 6.71 eV. The relative energy (zero: lowest compared OMol25 entry of this formula, charge and spin) is 64.9 kcal/mol. For the LUMO energy (spin up / spin down), the calculation gives -1.6 / -1.8 eV. For the total energy, the calculation gives -29324.4215 eV.